#a
Density functional theory data (ωB97M-V with the def2-TZVPD basis set) for a cluster of 2 separate species, CH4NO3 in total.

Structure (XYZ):
```
9
CH4NO3 | OMol25 | ωB97M-V with the def2-TZVPD basis set
C -1.0964 0.2100 -0.1336
N -0.0530 -0.6647 -0.7752
O 0.4249 -1.5749 0.0074
O 1.9658 0.3363 0.5451
O 1.4140 0.7781 -0.6548
H -1.5468 1.0955 -0.7155
H -1.9695 -0.2804 0.2497
H -0.6560 0.5674 0.8228
H 1.5168 -0.4674 0.6541
```

Values from the calculation:
**E_LUMO (spin up / spin down)**: 4.560 / 4.560 eV
**Total charge**: -1
**HOMO (spin up / spin down)**: -2.8 / -2.8 eV

#b
Density functional theory data (ωB97M-V with the def2-TZVPD basis set) for a structure of composition CH4NO3.

Structure (XYZ):
```
9
CH4NO3 | OMol25 | ωB97M-V with the def2-TZVPD basis set
C 0.8013 0.2348 -1.4771
N -0.9848 -0.6368 0.9074
O 0.1351 -0.0779 2.1165
O 1.1482 1.2787 -1.8905
O -1.3680 0.1518 -0.0671
H 0.1383 -0.3683 -2.1505
H 1.2209 -0.2731 -0.4832
H -1.7929 -0.6459 1.5567
H 0.7019 0.3367 1.4880
```

Values from the calculation:
**E_LUMO (spin up / spin down)**: 4.324 / 4.324 eV
**Total charge**: -1
**HOMO (spin up / spin down)**: -2.5 / -2.5 eV

Energy ordering: #b at the bottom, the next structure 163.5 kJ/mol above.

#a
Density functional theory data (ωB97M-V with the def2-TZVPD basis set) for a cluster of 2 separate species, CH2BrO3P in total.

Structure (XYZ):
```
8
CH2BrO3P | OMol25 | ωB97M-V with the def2-TZVPD basis set
C 2.1614 -0.5219 0.3619
O -2.3612 0.2095 1.4961
O -2.8478 1.6005 -0.6449
O -2.1372 -0.8813 -0.8889
P -2.4365 0.2889 0.0029
Br 4.2432 0.0862 -0.1659
H 1.6519 -1.2548 -0.3605
H 1.7261 0.4729 0.1992
```

Values from the calculation:
**E_LUMO**: 5.933 eV
**Total charge**: -2
**HOMO**: 0.5 eV

#b
Density functional theory data (ωB97M-V with the def2-TZVPD basis set) for a cluster of 2 separate species, CH2BrO3P in total.

Structure (XYZ):
```
8
CH2BrO3P | OMol25 | ωB97M-V with the def2-TZVPD basis set
C 0.7165 -1.3275 0.9172
O -3.4007 -2.0549 0.8528
O -2.8917 0.4348 0.6233
O -2.5305 -1.1222 -1.3859
P -2.8151 -0.9430 0.0344
Br 2.4336 -0.8427 -0.1241
H 0.0704 -1.4009 -0.0450
H 0.4078 -0.2155 1.3839
```

Values from the calculation:
**E_LUMO**: 5.996 eV
**Total charge**: -2
**HOMO**: 0.6 eV

Energy ordering: #a at the bottom, the next structure 30.9 kJ/mol above.

#a
Density functional theory data (ωB97M-V with the def2-TZVPD basis set) for a cluster of 11 separate species, C45H110N2O11 in total.

Structure (XYZ):
```
168
C45H110N2O11 | OMol25 | ωB97M-V with the def2-TZVPD basis set
C -5.2389 -27.8686 -14.3585
C -5.9297 -29.1035 -13.7072
C -6.1266 -30.2843 -14.7335
C -5.0418 -29.7031 -12.5910
C -4.9942 -28.8554 -11.2925
C -6.4348 -28.4052 -10.8576
C -7.3517 -27.8491 -11.9427
C -8.6989 -27.9214 -11.2429
C -7.0194 -26.3233 -12.1579
N -7.2598 -28.6725 -13.1272
O -8.1236 -28.2317 -14.0434
H -4.6342 -27.1918 -13.7550
H -5.9792 -27.1981 -14.7949
H -4.5605 -28.1798 -15.1529
H -5.1343 -30.6897 -14.9309
H -6.6421 -29.9374 -15.6291
H -6.8108 -31.0589 -14.3870
H -5.0770 -30.7792 -12.4210
H -4.0469 -29.6326 -13.0307
H -4.2452 -28.0645 -11.3303
H -4.4700 -29.4646 -10.5562
H -6.3010 -27.7417 -10.0032
H -6.8849 -29.2353 -10.3131
H -8.7366 -27.2250 -10.4051
H -9.5629 -27.7414 -11.8826
H -8.8147 -28.9178 -10.8165
H -7.6676 -25.8614 -12.9027
H -7.2336 -25.8093 -11.2209
H -6.0293 -26.0074 -12.4866
H -7.7827 -27.3582 -14.2495
C -20.7200 -26.5997 -17.7028
C -20.1354 -26.9855 -16.2804
C -21.2529 -27.5879 -15.3821
C -19.0432 -28.0966 -16.3849
C -17.7156 -27.7301 -16.9381
C -17.1736 -26.6305 -16.0457
C -18.0600 -25.3943 -15.8468
C -17.4869 -24.5439 -14.6627
C -17.9045 -24.5569 -17.1630
N -19.4368 -25.8895 -15.5153
O -20.3642 -24.8923 -15.4529
H -21.1695 -27.4499 -18.2159
H -21.4791 -25.8371 -17.5288
H -19.9308 -26.1516 -18.3065
H -21.0102 -27.7634 -14.3341
H -22.1205 -26.9316 -15.3144
H -21.6043 -28.5590 -15.7307
H -18.8062 -28.5118 -15.4054
H -19.5177 -28.9518 -16.8661
H -17.1667 -28.6715 -16.9625
H -17.8795 -27.3099 -17.9304
H -16.1957 -26.3286 -16.4208
H -17.0244 -27.1059 -15.0762
H -16.4366 -24.2548 -14.7004
H -17.6605 -25.0132 -13.6943
H -18.1914 -23.7215 -14.5377
H -18.7187 -24.5658 -17.8876
H -16.9979 -24.8441 -17.6956
H -17.8400 -23.5116 -16.8610
H -20.5323 -24.7550 -14.5178
C -14.5932 -28.4665 -19.5422
C -13.1288 -28.1163 -19.3616
C -12.2102 -28.9013 -20.3310
O -12.8488 -26.7921 -19.5995
H -15.3115 -27.8440 -19.0087
H -14.8555 -29.4813 -19.2430
H -15.0014 -28.4217 -20.5519
H -12.8995 -28.2277 -18.3018
H -12.1160 -28.7150 -21.4008
H -12.4552 -29.9623 -20.3793
H -11.2754 -29.0330 -19.7861
H -12.0411 -26.6299 -19.1068
C -13.1272 -26.1462 -15.2327
C -11.7592 -25.6552 -14.9201
C -11.5397 -25.2998 -13.4712
O -10.9370 -26.6354 -15.4213
H -13.3693 -26.3858 -16.2681
H -13.7846 -25.7325 -14.4680
H -13.1433 -27.1956 -14.9382
H -11.5792 -24.7508 -15.5014
H -10.5162 -25.1057 -13.1505
H -11.9645 -26.0674 -12.8243
H -12.1643 -24.4406 -13.2270
H -11.0646 -27.3940 -14.8470
C -17.2201 -26.2507 -10.9598
C -15.8531 -25.9772 -10.2415
C -14.8975 -25.0431 -10.9674
O -16.2051 -25.3941 -8.9900
H -17.5389 -27.2163 -10.5671
H -17.0960 -26.5114 -12.0109
H -17.9824 -25.4719 -10.9389
H -15.2791 -26.8666 -9.9816
H -14.4367 -25.4792 -11.8537
H -14.1277 -24.5443 -10.3787
H -15.5028 -24.2154 -11.3372
H -15.7099 -25.7987 -8.2740
C -11.0701 -21.0021 -13.4443
C -11.2123 -21.6456 -12.1084
C -9.9612 -22.2978 -11.4736
O -11.6753 -20.7064 -11.2291
H -10.8047 -21.8637 -14.0571
H -10.3832 -20.1655 -13.3170
H -11.9703 -20.4862 -13.7785
H -11.9383 -22.4584 -12.1271
H -10.2243 -22.8251 -10.5567
H -9.3255 -21.4645 -11.1742
H -9.5904 -22.9222 -12.2864
H -12.6195 -20.5630 -11.3264
C -12.3813 -26.1991 -8.4360
C -11.5762 -27.4790 -8.3076
C -11.7136 -28.2576 -9.6493
O -10.1626 -27.1437 -8.2064
H -11.7631 -25.4516 -8.9332
H -12.5332 -25.8013 -7.4326
H -13.3140 -26.2197 -8.9998
H -11.8324 -27.9530 -7.3602
H -11.4227 -27.6373 -10.4970
H -12.7333 -28.5638 -9.8826
H -11.0515 -29.1200 -9.7271
H -9.6293 -27.8506 -8.5771
C -9.8541 -23.4962 -17.9396
C -9.2596 -23.1024 -19.3570
C -9.6579 -21.6908 -19.8323
O -7.9215 -23.1043 -19.1241
H -10.9391 -23.4417 -18.0287
H -9.7024 -22.7094 -17.2007
H -9.5290 -24.3664 -17.3695
H -9.4721 -23.8524 -20.1188
H -10.5511 -21.6062 -20.4512
H -8.8616 -21.1905 -20.3834
H -9.8571 -21.0866 -18.9472
H -7.4300 -22.7975 -19.8896
C -7.9006 -26.5962 -17.9731
C -9.0527 -27.4887 -18.4393
C -9.0492 -28.7933 -17.6400
O -10.2891 -26.8355 -18.3266
H -6.9484 -27.1240 -17.9195
H -8.0955 -26.1064 -17.0190
H -7.7490 -25.8447 -18.7480
H -8.6750 -27.8527 -19.3948
H -10.0488 -29.1573 -17.4024
H -8.6525 -28.6288 -16.6381
H -8.5139 -29.5707 -18.1852
H -10.4062 -26.6246 -17.3974
C -16.3250 -31.6787 -13.4770
C -15.5409 -30.5878 -12.7366
C -15.7339 -29.0654 -13.1750
O -16.0047 -30.7185 -11.3783
H -16.0992 -31.7318 -14.5421
H -17.3931 -31.5333 -13.3156
H -16.3021 -32.6001 -12.8952
H -14.5093 -30.9386 -12.7079
H -16.7743 -28.7485 -13.2477
H -15.3041 -28.8154 -14.1450
H -15.1852 -28.4794 -12.4378
H -16.9551 -30.6543 -11.4981
C -11.9262 -31.2291 -13.9729
C -11.6553 -30.4025 -12.6559
C -10.6536 -30.9885 -11.7867
O -11.0183 -29.3074 -13.1461
H -11.1553 -31.0615 -14.7251
H -12.9021 -31.0299 -14.4157
H -11.8666 -32.3049 -13.8081
H -12.5959 -30.1911 -12.1473
H -11.1258 -31.9277 -11.4986
H -10.4344 -30.6404 -10.7773
H -9.7184 -31.3615 -12.2043
H -10.1590 -29.6893 -13.3392
```

Values from the calculation:
**E_LUMO**: 0.451 eV
**SMILES**: CC1(C)CCCC(C)(C)N1O.CC1(C)CCCC(C)(C)N1O.CC(C)O.CC(C)O.CC(C)O.CC(C)O.CC(C)O.CC(C)O.CC(C)O.CC(C)O.CC(C)O
**Total charge**: 0
**HOMO**: -8.4 eV

#b
Density functional theory data (ωB97M-V with the def2-TZVPD basis set) for a cluster of 11 separate species, C45H110N2O11 in total.

Structure (XYZ):
```
168
C45H110N2O11 | OMol25 | ωB97M-V with the def2-TZVPD basis set
C 6.1734 -0.6933 -2.2689
C 7.4102 -0.1172 -1.5298
C 7.6463 1.3052 -1.9004
C 7.0150 -0.1807 -0.0353
C 8.2287 -0.0306 0.8429
C 9.2041 -1.2041 0.4769
C 9.7568 -1.1000 -0.9595
C 10.8551 0.0270 -1.0347
C 10.3534 -2.4746 -1.2970
N 8.6035 -0.8945 -1.8587
O 8.9153 -0.8609 -3.1777
H 6.3287 -0.4125 -3.3106
H 5.2349 -0.1783 -2.0639
H 6.0596 -1.7432 -1.9990
H 6.7066 1.8546 -1.8427
H 7.9889 1.4401 -2.9263
H 8.2794 1.8729 -1.2184
H 6.4204 0.7075 0.1783
H 6.3966 -1.0293 0.2573
H 7.9034 -0.1794 1.8725
H 8.6117 0.9896 0.8204
H 8.5951 -2.1077 0.5039
H 10.0137 -1.1787 1.2062
H 10.3490 0.9913 -0.9890
H 11.6268 0.0455 -0.2651
H 11.3202 -0.1056 -2.0115
H 10.9108 -2.3901 -2.2298
H 11.0588 -2.8494 -0.5553
H 9.6038 -3.2595 -1.3976
H 8.7103 -1.7522 -3.4696
C 3.8817 -6.3217 1.5967
C 2.4720 -6.7760 2.1063
C 2.7879 -7.7047 3.2442
C 1.6822 -5.5362 2.6036
C 0.1113 -5.7373 2.8900
C -0.5243 -6.1917 1.5910
C 0.1273 -7.4036 0.9034
C -0.3302 -8.6646 1.6827
C -0.2587 -7.3793 -0.5813
N 1.6054 -7.3594 0.9880
O 2.2448 -8.3544 0.3053
H 4.4395 -7.0320 0.9865
H 3.7697 -5.4870 0.9047
H 4.5411 -6.0287 2.4136
H 1.8557 -8.1321 3.6136
H 3.5102 -8.4567 2.9265
H 3.2484 -7.2082 4.0983
H 2.1278 -5.2830 3.5656
H 1.7946 -4.6308 2.0071
H -0.0958 -6.4512 3.6872
H -0.2502 -4.7593 3.2077
H -0.7553 -5.3471 0.9418
H -1.4648 -6.5441 2.0145
H -1.4020 -8.7990 1.8282
H 0.0517 -8.7347 2.7012
H 0.0260 -9.5876 1.2252
H -0.0679 -8.2732 -1.1752
H 0.0994 -6.5265 -1.1580
H -1.3383 -7.2428 -0.6438
H 2.2100 -9.1278 0.8730
C -8.6702 -0.9982 2.5782
C -8.4216 -1.9740 3.7067
C -7.0182 -1.8307 4.3058
O -9.3164 -1.9261 4.7991
H -7.9279 -1.0744 1.7836
H -8.5707 -0.0205 3.0496
H -9.6659 -1.0384 2.1365
H -8.3577 -2.9684 3.2650
H -6.9435 -2.1466 5.3463
H -6.6473 -0.8117 4.1952
H -6.3375 -2.4749 3.7492
H -9.0730 -2.6426 5.3897
C -0.8019 -0.8926 -6.4050
C -1.7975 -1.4592 -7.4674
C -2.0767 -0.2780 -8.4436
O -1.1713 -2.4525 -8.2101
H -1.2121 0.0395 -6.0163
H 0.1506 -0.5277 -6.7894
H -0.5802 -1.4560 -5.4986
H -2.7445 -1.7403 -7.0068
H -2.5862 -0.5618 -9.3644
H -1.1248 0.2200 -8.6275
H -2.7599 0.4680 -8.0375
H -0.3711 -2.6600 -7.7221
C -0.7715 6.3634 -7.8813
C -0.0251 5.6257 -6.7741
C 1.4539 5.8296 -6.6300
O -0.5851 5.8781 -5.4921
H -1.8169 6.0728 -7.9852
H -0.3399 6.1006 -8.8471
H -0.7440 7.4441 -7.7415
H -0.1746 4.5752 -7.0238
H 1.9453 5.4503 -5.7340
H 1.7923 6.8624 -6.7131
H 1.8955 5.4135 -7.5355
H -0.2617 6.7611 -5.2991
C -3.5494 3.2805 7.5912
C -3.6053 4.5544 6.7749
C -2.2636 5.1005 6.3057
O -4.4334 4.3178 5.6747
H -2.9465 2.5670 7.0295
H -4.4719 2.7023 7.6434
H -3.1179 3.4879 8.5705
H -4.0769 5.2664 7.4522
H -1.6349 5.0236 7.1928
H -2.3649 6.1500 6.0293
H -1.8077 4.5668 5.4718
H -3.8508 3.9584 5.0017
C -9.8340 -4.3454 -4.1609
C -8.6639 -5.1074 -4.6752
C -7.4825 -4.8638 -3.8149
O -9.0974 -6.4555 -4.6174
H -9.5802 -3.2878 -4.0889
H -10.2897 -4.6165 -3.2085
H -10.6577 -4.3923 -4.8733
H -8.4476 -4.7771 -5.6911
H -6.6105 -5.3224 -4.2810
H -7.6792 -5.1955 -2.7954
H -7.2252 -3.8177 -3.6489
H -9.7051 -6.5951 -5.3473
C 2.7107 1.3981 6.1040
C 3.3095 1.2782 7.5202
C 2.7096 2.2075 8.5536
O 3.1810 -0.0442 7.8899
H 3.4087 0.8775 5.4484
H 2.5414 2.4010 5.7121
H 1.8194 0.7746 6.1738
H 4.3728 1.5175 7.5076
H 3.3033 2.2544 9.4666
H 1.6828 1.9296 8.7911
H 2.6810 3.1661 8.0355
H 4.0210 -0.4263 8.1542
C 2.0053 7.9404 2.2673
C 3.0961 8.2825 1.2382
C 3.2919 7.3259 0.0667
O 2.6877 9.3954 0.6640
H 2.1774 7.0640 2.8922
H 1.0250 7.7654 1.8238
H 1.8685 8.7836 2.9443
H 4.0577 8.4640 1.7182
H 3.5881 6.3589 0.4732
H 3.9864 7.6219 -0.7195
H 2.3235 7.2643 -0.4297
H 2.6194 10.0367 1.3751
C -2.9093 0.2439 -0.1353
C -2.1543 1.0541 0.7920
C -0.8183 1.5233 0.1709
O -2.8012 2.2249 1.2987
H -2.3068 -0.4648 -0.7034
H -3.5229 0.8309 -0.8187
H -3.6907 -0.2796 0.4155
H -1.9255 0.4162 1.6457
H -0.1600 0.6767 -0.0242
H -0.2759 2.0857 0.9309
H -0.8859 2.1949 -0.6850
H -3.0167 2.7438 0.5202
C -6.7958 5.2359 -3.4962
C -6.5382 5.9280 -2.1238
C -7.5712 5.6137 -0.9662
O -5.2684 5.3756 -1.6774
H -6.8537 4.1480 -3.4639
H -6.1051 5.5544 -4.2770
H -7.7318 5.5545 -3.9551
H -6.3976 6.9858 -2.3459
H -7.5497 4.5477 -0.7398
H -8.5743 5.7754 -1.3607
H -7.3142 6.1398 -0.0468
H -4.6267 5.4748 -2.3844
```

Values from the calculation:
**E_LUMO**: 0.101 eV
**SMILES**: CC1(C)CCCC(C)(C)N1O.CC1(C)CCCC(C)(C)N1O.CC(C)O.CC(C)O.CC(C)O.CC(C)O.CC(C)O.CC(C)O.CC(C)O.CC(C)O.CC(C)O
**Total charge**: 0
**HOMO**: -8.0 eV

Energy ordering: #b at the bottom, the next structure 72.5 kJ/mol above.

#a
Density functional theory data (ωB97M-V with the def2-TZVPD basis set) for a cluster of 3 separate species, C4H8FNO2 in total.

Structure (XYZ):
```
16
C4H8FNO2 | OMol25 | ωB97M-V with the def2-TZVPD basis set
C -0.3154 -0.0011 -1.0160
C 0.2685 -1.1218 -0.0421
C 1.4759 -0.1726 0.2424
C 0.4168 0.9961 -0.2491
H -2.0013 1.4621 -0.8542
H -2.0932 -0.9712 0.0239
H 0.3015 -0.0155 -1.9077
H 0.1666 -2.2465 -0.2071
H -0.3589 -1.3271 1.7689
H 1.8568 -0.2292 1.3410
H 0.9006 1.7304 -0.9699
H -0.5786 1.1573 1.6402
N -1.7108 0.0086 -1.1436
O -0.7507 -0.9172 1.0116
O -0.1608 1.7033 0.8610
F 2.5832 -0.0555 -0.4993
```

Values from the calculation:
**E_LUMO**: 0.114 eV
**Total charge**: 0
**HOMO**: -8.7 eV

#b
Density functional theory data (ωB97M-V with the def2-TZVPD basis set) for the molecule C4H8FNO2.

Structure (XYZ):
```
16
C4H8FNO2 | OMol25 | ωB97M-V with the def2-TZVPD basis set
C 1.3301 0.3104 0.4026
N 0.0420 -0.4467 0.1639
C 0.4402 -1.7012 -0.4047
C -0.8383 0.4297 -0.6924
F -0.0355 1.2778 -1.4039
C -1.7230 1.3661 0.4113
O -2.2334 2.3792 0.0016
O -1.4714 0.8691 1.6139
H 1.9172 0.5128 -0.4624
H 1.1943 1.2968 0.6914
H 1.9000 -0.2349 1.0510
H 1.3032 -1.5916 -1.1162
H 0.7543 -2.2708 0.4607
H -0.4490 -2.1778 -0.7292
H -1.4762 -0.2590 -1.3847
H -0.6545 0.2401 1.3971
```

Values from the calculation:
**E_LUMO**: 0.657 eV
**SMILES**: CN(C)[C@H](F)C(=O)O
**Total charge**: 0
**HOMO**: -10.0 eV

Energy ordering: #b at the bottom, the next structure 611.9 kJ/mol above.